# 1
Entry from the OMol25 dataset: a structure of composition C20H18F3IrN4O4S at a distorted geometry (ωB97M-V/def2-TZVPD).

CARTESIAN COORDINATES (ANGSTROEM)
Ir -0.59035 0.06778 0.39376
O -3.79553 -4.58729 2.03925
C -4.30956 -4.09122 0.92976
O -5.27177 -4.56608 0.38149
C -3.64838 -2.88351 0.34862
C -4.10425 -2.26402 -0.79454
N -3.28526 -1.22672 -1.04218
N -2.32350 -1.13503 -0.12129
C -2.52427 -2.12600 0.73327
C -1.56859 -2.21847 1.88977
O -1.68654 -3.13308 2.69319
O -0.63892 -1.31916 1.92129
H -3.00121 -4.07364 2.35182
H -4.94798 -2.50574 -1.41844
H -3.35147 -0.53137 -1.76626
F -0.96092 5.21079 -0.95222
C -1.66364 4.54182 -1.87548
F -1.71454 5.30372 -2.97822
F -2.91766 4.41696 -1.40970
C -1.05662 3.19808 -2.16322
C -0.52553 2.88114 -3.39869
C 0.01958 1.62339 -3.62379
C 0.04294 0.71304 -2.58680
N -0.45442 1.02539 -1.39008
C -1.01820 2.22941 -1.16424
S -1.56370 2.13113 0.46984
H -0.54511 3.61813 -4.18997
H 0.42710 1.35735 -4.58765
H 0.46092 -0.27961 -2.69397
C 1.65482 -2.02085 -0.03791
N 2.88663 -1.35777 -0.41922
C 3.99253 -1.82445 0.39624
C 2.75407 0.09974 -0.45386
C 2.38210 0.77859 0.84878
C 3.42275 1.25232 1.65193
C 3.18603 1.82377 2.88940
C 1.87958 1.92024 3.34531
C 0.84071 1.45863 2.55413
C 1.05902 0.88553 1.29674
H 1.72130 -3.08716 -0.26245
H 0.81809 -1.61667 -0.63331
H 1.39949 -1.90348 1.02331
H 4.09279 -2.90448 0.27672
H 3.86251 -1.61209 1.46771
H 4.92100 -1.35913 0.06081
H 2.00007 0.32225 -1.20510
H 3.69713 0.51004 -0.82320
H 4.44107 1.17872 1.28416
H 4.00861 2.18959 3.49085
H 1.66751 2.35425 4.31472
H -0.17043 1.53521 2.93890

Properties
Total charge = 0
Energy above the lowest of the compared OMol25 structures with the same formula, charge and spin = 10.7 kcal/mol
2S+1 = 1

List of Mulliken charges in e, atom by atom: Ir 1.11; O -0.53; C 0.43; O -0.59; C 0.31; C -0.30; N -0.37; N -0.14; C -0.22; C 1.01; O -0.84; O -0.63; H 0.45; H 0.56; H 0.14; F -0.23; C 0.74; F -0.30; F -0.24; C -0.12; C -0.19; C -1.01; C -0.22; N -0.12; C 0.32; S -0.52; H 0.52; H 0.43; H 0.60; C -0.75; N 0.07; C -0.89; C -1.35; C 1.39; C -0.48; C -0.68; C -0.84; C -0.78; C 0.57; H 0.49; H -0.11; H 0.43; H 0.33; H 0.31; H 0.32; H -0.29; H 0.71; H 0.37; H 0.39; H 0.40; H 0.32


# 2
Entry from the OMol25 dataset: the molecule C20H18F3N3O3S at a distorted geometry (ωB97M-V/def2-TZVPD).

CARTESIAN COORDINATES (ANGSTROEM)
O -2.64194 0.67660 1.90653
C -2.25447 0.67329 0.76053
C -3.05611 1.33665 -0.36039
S -2.19903 2.74339 -1.15447
C -1.27877 1.91263 -2.35665
N -1.08232 0.63166 -2.42450
C -0.29848 0.45608 -3.54659
C 0.23225 -0.68585 -4.12699
C 0.99041 -0.51107 -5.26828
C 1.21675 0.75029 -5.81702
C 0.69675 1.89957 -5.24706
C -0.06047 1.72545 -4.10680
O -0.69941 2.64725 -3.32524
N -1.11518 0.09913 0.31386
C -0.24833 -0.67202 1.11103
C 0.14839 -1.90000 0.60970
C 0.89766 -2.77057 1.38652
C 1.35738 -4.07979 0.83010
F 1.30797 -5.07838 1.72812
F 0.63991 -4.48771 -0.23014
F 2.64122 -4.03584 0.40534
C 1.22941 -2.41440 2.68945
C 0.87612 -1.17588 3.17420
C 0.18001 -0.24329 2.38920
N -0.08473 1.02339 2.83014
C -0.06315 1.37483 4.22686
C 1.30569 1.97479 4.61084
O 1.93351 2.54643 3.48078
C 1.00874 3.19550 2.64430
C 0.07071 2.17237 1.96258
H -3.29444 0.62088 -1.14589
H -3.96865 1.75545 0.06193
H 0.05559 -1.65981 -3.70147
H 1.42100 -1.37503 -5.75079
H 1.81449 0.83398 -6.71138
H 0.86779 2.87782 -5.66477
H -1.01109 0.01289 -0.70141
H -0.16334 -2.18867 -0.38314
H 1.78503 -3.10149 3.30849
H 1.18438 -0.90821 4.17104
H -0.85363 2.11787 4.37918
H -0.30352 0.50610 4.83674
H 1.99942 1.21232 4.97114
H 1.17627 2.73546 5.39640
H 1.59638 3.72839 1.89540
H 0.42723 3.92928 3.22074
H -0.89720 2.64767 1.75628
H 0.51386 1.84662 1.02059

Properties
Structure (SMILES) = O=C(CSc1nc2ccccc2o1)Nc1cc(C(F)(F)F)ccc1N1CCOCC1
Total charge = 0
2S+1 = 1

List of Mulliken charges in e, atom by atom: O -0.61; C 0.55; C -0.88; S -0.19; C 0.32; N -0.38; C 0.47; C -0.73; C -0.59; C -0.39; C -1.08; C 0.87; O -0.44; N 0.28; C 0.04; C -0.59; C -0.19; C 0.95; F -0.28; F -0.28; F -0.27; C -1.54; C -0.35; C 1.18; N 0.25; C -1.31; C -0.35; O -0.44; C -0.70; C -0.32; H 0.41; H 0.47; H 0.47; H 0.39; H 0.38; H 0.44; H 0.20; H 0.63; H 0.41; H 0.36; H 0.36; H 0.58; H 0.33; H 0.35; H 0.36; H 0.34; H 0.16; H 0.35


# 3
Entry from the OMol25 dataset: a structure of composition C20H18F4O4 at a distorted geometry (ωB97M-V/def2-TZVPD).

CARTESIAN COORDINATES (ANGSTROEM)
C -4.49713 0.32360 2.09013
C -3.41671 -0.62270 2.53338
O -2.24206 0.18181 2.83762
C -1.30225 -0.47804 3.55856
C -0.01709 0.29543 3.69752
F -0.06570 1.51778 3.04785
C 1.01968 -0.60902 3.06284
O 1.00686 -1.82224 3.16038
O 1.99296 0.06965 2.42591
C 3.05846 -0.81709 1.95832
C 4.19303 0.07348 1.53232
O -1.49006 -1.48518 4.21874
H -5.38213 -0.19364 1.72144
H -4.84738 0.96243 2.90467
H -4.10581 0.94432 1.28111
H -3.64855 -1.18921 3.43807
H -3.12119 -1.31237 1.73422
H 3.28899 -1.50353 2.77839
H 2.64226 -1.39606 1.12479
H 5.05276 -0.48107 1.15533
H 3.81970 0.70747 0.72451
H 4.59311 0.70713 2.33248
F -1.83062 4.20609 8.78401
C -1.96073 3.31284 7.73316
C -3.24764 2.91306 7.35108
C -3.28541 2.08211 6.22762
F -4.53221 1.70927 5.75942
C -2.15748 1.64002 5.56985
C -0.82715 1.91804 6.04416
C 0.31740 1.32436 5.50317
C 1.64690 1.65461 5.87391
C 2.73771 1.51942 4.95722
C 4.06168 1.64914 5.33921
C 4.42564 2.02922 6.65220
C 3.36958 2.25679 7.53559
F 3.66208 2.62517 8.84860
C 2.03318 2.02281 7.21777
C -0.79332 2.90366 7.09738
H -4.14717 3.23909 7.86556
H -2.31720 1.13204 4.63041
H 0.18725 0.22929 4.97669
H 2.55358 1.28617 3.90795
H 4.85446 1.41163 4.62400
H 5.46903 2.08311 6.98826
H 1.30449 2.04086 8.02629
H 0.14530 3.36235 7.38718

Properties
Total charge = 0
2S+1 = 1

List of Mulliken charges in e, atom by atom: C -1.12; C -0.34; O -0.37; C -0.37; C 1.97; F -0.37; C 0.03; O -0.57; O -0.34; C -0.30; C -1.02; O -0.55; H 0.41; H 0.25; H 0.31; H 0.33; H 0.36; H 0.34; H 0.33; H 0.41; H 0.29; H 0.17; F -0.33; C 0.22; C -0.87; C 0.32; F -0.31; C -0.87; C 0.94; C 0.17; C 0.80; C -0.52; C -0.49; C -0.81; C 0.37; F -0.33; C -1.13; C -1.17; H 0.47; H 0.54; H 0.01; H 0.58; H 0.21; H 0.43; H 0.86; H 1.05


# 4
Entry from the OMol25 dataset: the molecule C20H18FNO5S (ωB97M-V/def2-TZVPD).

CARTESIAN COORDINATES (ANGSTROEM)
C -5.03296 -1.11671 -1.36875
O -3.77043 -0.62102 -1.76070
C -2.67302 -1.02589 -1.09098
C -2.66027 -1.98031 -0.07385
C -1.46510 -2.31800 0.53677
C -0.28889 -1.70803 0.14975
S 1.21523 -2.14122 1.02948
O 1.70382 -0.96122 1.70391
O 0.94338 -3.28782 1.85219
C 2.44464 -2.68919 -0.26746
C 3.35831 -1.56437 -0.54052
C 4.71230 -1.39973 -0.63448
C 4.94175 -0.00298 -0.72282
C 3.71255 0.59089 -0.65535
C 3.18878 1.96964 -0.44167
O 3.58012 2.97351 -0.99816
N 2.19760 1.92106 0.47525
C 1.33122 3.02797 0.81500
C -0.08913 2.52628 0.87658
C -1.05048 2.94672 -0.03174
C -2.33573 2.43312 0.00943
C -2.63892 1.48573 0.96774
F -3.88803 0.96578 1.00734
C -1.70315 1.04469 1.88435
C -0.42787 1.57389 1.83358
O 2.75753 -0.36301 -0.57707
C -0.28746 -0.75155 -0.85231
C -1.46977 -0.41999 -1.47482
H -5.09828 -2.20002 -1.50660
H -5.25100 -0.85985 -0.32911
H -5.75328 -0.62655 -2.02110
H -3.57039 -2.45738 0.25091
H -1.42918 -3.05620 1.32234
H 2.95974 -3.55842 0.12845
H 1.82816 -2.96979 -1.11991
H 5.45489 -2.17097 -0.63759
H 5.88786 0.49111 -0.79870
H 1.99567 1.04021 0.93542
H 1.62302 3.44635 1.78736
H 1.46072 3.79784 0.05090
H -0.79527 3.68224 -0.77973
H -3.09197 2.75012 -0.69096
H -1.97291 0.30163 2.61750
H 0.31304 1.23032 2.53923
H 0.63006 -0.26631 -1.13851
H -1.49690 0.31745 -2.26058

Properties
Structure (SMILES) = COc1ccc(S(=O)(=O)Cc2ccc(C(=O)NCc3ccc(F)cc3)o2)cc1
Total charge = 0
Energy above the lowest of the compared OMol25 structures with the same formula, charge and spin = 3.3 kcal/mol
2S+1 = 1

List of Mulliken charges in e, atom by atom: C -0.89; O -0.43; C 0.22; C -0.22; C -1.12; C 0.08; S 1.52; O -0.65; O -0.76; C -0.98; C 0.64; C -1.09; C -0.58; C 0.23; C 0.43; O -0.67; N 0.03; C -1.17; C 0.44; C -0.52; C -0.73; C 0.69; F -0.43; C -0.66; C -0.13; O 0.08; C 0.01; C -0.70; H 0.36; H 0.33; H 0.26; H 0.45; H 0.53; H 0.49; H 0.35; H 0.50; H 0.55; H 0.05; H 0.27; H 0.51; H 0.37; H 0.45; H 0.47; H 0.46; H 0.50; H 0.48


| no. | orbital gap (eV) | LUMO level (eV) | electronic energy (eV) |
| --- | --- | --- | --- |
| 1 | 7.625 | -0.890 | -57010.5139 |
| 2 | 8.232 | 0.482 | -50633.3003 |
| 3 | 5.662 | -1.871 | -40086.4079 |
| 4 | 9.513 | 0.580 | -46311.5635 |